The following is a quantum chemistry calculation of a structure of composition C50H43F5Ge2N5O6Ti at a distorted geometry, from OMol25.

ORCA input file:
```
! RIJCOSX wB97M-V def2-TZVPD def2/J DEFGRID3
* xyz 0 4
Ti -0.5923 -0.5675 -0.7463
C 4.8984 0.8031 -2.1645
O 3.8006 0.5823 -3.0539
C 2.6908 0.4228 -2.2814
N 2.8511 0.4904 -1.0237
C 4.2930 0.5803 -0.7579
C 4.8419 -0.6883 -0.1343
C 4.3435 -1.9335 -0.4975
C 4.8831 -3.0902 0.0425
C 5.9259 -3.0143 0.9528
C 6.4382 -1.7747 1.3070
C 5.9030 -0.6182 0.7614
C 1.4893 0.1064 -3.0391
C 1.5611 0.2727 -4.4079
C 0.6334 -0.3420 -5.2462
C -0.1946 -1.2967 -4.6806
C -0.2435 -1.4227 -3.3018
N 0.4173 -0.5504 -2.4403
C -0.8353 -2.5378 -2.6302
N -1.0135 -2.5573 -1.3430
C -1.4289 -3.9048 -0.9618
C -1.6200 -4.6013 -2.3367
O -1.1298 -3.6542 -3.3000
C -2.6788 -4.0234 -0.1175
C -3.4763 -2.9423 0.2239
C -4.6316 -3.1317 0.9714
C -5.0082 -4.4049 1.3660
C -4.2193 -5.4929 1.0195
C -3.0620 -5.3020 0.2841
H 5.2782 1.8157 -2.3127
H 5.6830 0.0832 -2.3908
H 4.4928 1.4247 -0.0980
H 3.5081 -1.9969 -1.1816
H 4.4821 -4.0536 -0.2447
H 6.3293 -3.9170 1.3931
H 7.2564 -1.7111 2.0138
H 6.3028 0.3499 1.0411
H 2.3935 0.8312 -4.8119
H 0.6400 -0.1629 -6.3115
H -0.8049 -1.9553 -5.2837
H -0.6041 -4.3635 -0.4046
H -2.6709 -4.8009 -2.5448
H -1.0431 -5.5191 -2.4322
H -3.1944 -1.9540 -0.1079
H -5.2499 -2.2818 1.2356
H -5.9173 -4.5539 1.9337
H -4.5088 -6.4918 1.3190
H -2.4471 -6.1558 0.0196
C -3.8034 0.5889 1.6307
C -2.6764 -0.3138 1.9697
N -1.6312 -0.6012 1.2144
C -0.8487 -1.4690 1.9495
C -1.4426 -1.7105 3.1606
N -2.5920 -0.9743 3.1373
C -1.1214 -2.5412 4.3423
O 0.0048 -3.2123 4.3044
O -1.8900 -2.5660 5.2746
C 0.4664 -1.8781 1.4204
O 1.1671 -2.6781 2.0385
O 0.7860 -1.3024 0.3162
H -4.3372 0.2188 0.7535
H -3.4255 1.5874 1.4094
H -4.4973 0.6537 2.4670
H -3.2180 -0.9339 3.9285
H 0.5081 -3.0632 3.4500
F -2.1146 2.1546 -0.6478
C -2.9303 1.3700 -1.3942
C -2.5203 0.0668 -1.6423
C -3.4846 -0.6129 -2.3921
F -3.3342 -1.9172 -2.7229
C -4.6707 -0.0686 -2.8618
F -5.5054 -0.8074 -3.5977
C -4.9915 1.2418 -2.5680
F -6.1282 1.7787 -2.9975
C -4.1022 1.9718 -1.8050
F -4.3785 3.2395 -1.4760
C 0.1230 5.2242 -0.8393
Ge 0.6418 3.3772 -1.3986
C -0.4735 2.9205 -2.9839
C 2.4694 3.6775 -2.1313
Ge 0.5049 1.5967 0.4778
C -0.7446 2.3440 1.9145
C -0.7862 1.7292 3.1657
C -1.5577 2.2432 4.1975
C -2.2824 3.4129 4.0089
C -2.2288 4.0545 2.7810
C -1.4767 3.5163 1.7442
C 2.0704 1.9455 1.6585
C 2.5821 1.0132 2.5562
C 3.6133 1.3526 3.4217
C 4.1572 2.6279 3.3931
C 3.6614 3.5671 2.4985
C 2.6212 3.2261 1.6466
H 0.4997 5.9133 -1.5960
H 0.5609 5.4867 0.1236
H -0.9586 5.3374 -0.7754
H 0.0706 3.1828 -3.8922
H -1.4096 3.4796 -2.9665
H -0.7016 1.8565 -3.0173
H 2.4067 4.5440 -2.7916
H 2.8322 2.8322 -2.7096
H 3.1859 3.8934 -1.3373
H -0.1951 0.8363 3.3461
H -1.5864 1.7361 5.1554
H -2.8761 3.8242 4.8154
H -2.7786 4.9746 2.6236
H -1.4691 4.0163 0.7849
H 2.1953 -0.0012 2.5666
H 3.9999 0.6161 4.1155
H 4.9666 2.8928 4.0616
H 4.0814 4.5650 2.4662
H 2.2308 3.9696 0.9585
*
```

Results
- ΔE to the lowest compared entry with this formula, charge and spin (kcal per mole) = 27.7
- HOMO-LUMO gap (spin up / spin down) (hartree) = 0.2315 / 0.2434

These are the Löwdin partial charges, in e, on atoms 1 to 4: atom 1 (Ti): 0.836, atom 2 (C): -0.073, atom 3 (O): -0.025, atom 4 (C): -0.370

The following is a quantum chemistry calculation of a structure of composition C9H27ClEuI2OP3 at a distorted geometry, from OMol25.

ORCA input file:
```
! RIJCOSX wB97M-V def2-TZVPD def2/J DEFGRID3
* xyz 2 7
I -2.1411 2.6092 -2.1432
I 0.8402 -0.9697 -3.9894
Eu -0.2282 0.3371 -1.4326
P 2.8528 1.0706 -1.2407
C 3.4109 2.4595 -2.3036
C 3.1490 1.8020 0.4163
H 4.1378 2.2787 0.4519
H 5.2414 0.5183 -1.0594
H 3.0874 1.0036 1.1657
H 4.1639 -0.8784 -0.6979
H 2.6508 3.2523 -2.2723
H 2.3656 2.5392 0.6359
C 4.3296 -0.0172 -1.3560
H 4.3814 2.8555 -1.9649
H 4.4211 -0.3769 -2.3873
H 3.4886 2.0963 -3.3366
P -1.8641 -2.3478 -1.2849
C -3.3127 -2.4774 -2.4189
C -1.2298 -4.0724 -1.4171
H -2.0076 -2.6522 1.1252
H -3.4616 -3.3404 0.2971
H -3.2883 -1.5578 0.5290
C -2.7513 -2.4984 0.3299
H -0.3738 -4.1640 -0.7370
H -2.0093 -4.8025 -1.1549
H -3.9918 -3.2858 -2.1017
H -2.9370 -2.6659 -3.4325
H -0.8857 -4.2362 -2.4449
H -3.8393 -1.5118 -2.4123
Cl 1.0192 -1.5989 -0.0230
C -1.3370 -0.1712 2.8930
P -0.9602 1.4042 2.1160
C -2.4027 2.4569 2.2895
C 0.3862 2.1712 3.0145
O -0.5562 1.2447 0.6624
H -2.3383 -0.5025 2.5871
H -1.3045 -0.0526 3.9798
H -0.5987 -0.9134 2.5625
H -2.5445 2.6840 3.3511
H -2.2409 3.3863 1.7257
H -3.2863 1.9353 1.8985
H 1.2678 1.5206 2.9799
H 0.6266 3.1350 2.5469
H 0.0705 2.3331 4.0533
*
```

Results
- HOMO-LUMO gap (spin up / spin down) (hartree) = 0.2743 / 0.1557

These are the natural (NBO) partial charges, in e, on atoms 1 to 4: atom 1 (I): 0.287, atom 2 (I): 0.137, atom 3 (Eu): 1.346, atom 4 (P): 0.879

The following is a quantum chemistry calculation of a structure of composition C4H8ClO12S2Ti at a distorted geometry, from OMol25.

ORCA input file:
```
! RIJCOSX wB97M-V def2-TZVPD def2/J DEFGRID3
* xyz 0 4
Ti 0.0361 -0.1307 1.6279
Cl 0.6850 0.5381 -2.0311
O -0.1427 1.6894 -2.2670
O 0.3180 -0.1119 -0.8354
O 0.9955 -0.4270 -3.0607
O 1.9455 1.1300 -1.8193
C 3.3938 -3.1412 0.8244
C 2.9346 -2.9324 -0.5885
O 1.4878 -3.2695 -0.4498
S 1.0052 -3.7926 1.0084
O 0.1742 -4.9782 0.9780
O 0.6951 -2.6607 1.8618
O 2.5905 -4.1712 1.2999
H 3.3702 -2.2881 1.5024
H 4.4511 -3.4063 0.8275
H 3.3842 -3.6325 -1.2926
H 3.1566 -1.9389 -0.9781
C -2.8157 2.8359 -0.7952
C -3.4981 3.9100 0.0378
O -2.7262 3.9780 1.1984
S -2.1128 2.4778 1.5739
O -2.8940 1.7178 2.5305
O -0.6564 2.6910 1.8722
O -2.3325 1.7928 0.0478
H -1.9502 3.2650 -1.3000
H -3.5165 2.4033 -1.5092
H -4.5220 3.6067 0.2563
H -3.4564 4.8454 -0.5203
*
```

Results
- ΔE to the lowest compared entry with this formula, charge and spin (kcal per mole) = 49.7
- HOMO-LUMO gap (spin up / spin down) (hartree) = 0.2501 / 0.3066

These are the natural (NBO) partial charges, in e, on atoms 1 to 4: atom 1 (Ti): 0.930, atom 2 (Cl): 2.584, atom 3 (O): -0.840, atom 4 (O): -0.977

The following is a quantum chemistry calculation of a structure of composition C11H23LaP2 at a distorted geometry, from OMol25.

ORCA input file:
```
! RIJCOSX wB97M-V def2-TZVPD def2/J DEFGRID3
* xyz 0 1
C 2.4264 0.8485 -0.4236
C 3.7975 1.0950 -0.7080
C 4.1278 0.4694 -1.9506
C 2.9512 -0.1503 -2.4692
C 1.8860 0.0680 -1.5472
La -0.6197 -0.4976 1.0149
P -3.2026 1.0147 1.2079
H 1.8697 1.1963 0.4574
H 4.4778 1.6724 -0.0831
H 5.1071 0.4754 -2.4247
H 0.8427 -0.2480 -1.6707
H 2.8748 -0.7146 -3.3989
H -3.6448 1.5240 -0.0637
H -3.1778 2.2752 1.9051
H -4.4691 0.5505 1.6795
C -4.2275 -3.9608 0.0281
C -3.5449 -3.6943 1.3710
P -2.3713 -2.3561 1.2282
C -1.5290 -1.8676 2.8226
C -2.0083 -2.8038 3.9599
C -0.8510 -2.8897 0.3052
C -0.7725 -4.4340 0.1922
H -4.6441 -3.0361 -0.3880
H -5.0553 -4.6645 0.1629
H -3.5441 -4.3870 -0.7147
H -4.2928 -3.4136 2.1325
H -3.0304 -4.5919 1.7528
H -0.4091 -1.9525 2.7679
H -1.8247 -0.8248 3.0856
H -1.6828 -3.8328 3.7802
H -1.5652 -2.4547 4.8965
H -3.0959 -2.7759 4.0647
H -0.9030 -2.4370 -0.7054
H 0.1090 -2.5987 0.8180
H -1.4876 -4.8284 -0.5348
H 0.2355 -4.6883 -0.1479
H -0.9315 -4.9181 1.1624
*
```

Results
- ΔE to the lowest compared entry with this formula, charge and spin (kcal per mole) = 0.0
- HOMO-LUMO gap (spin up / spin down) (hartree) = 0.1761 / 0.1759

These are the Löwdin partial charges, in e, on atoms 1 to 4: atom 1 (C): -0.250, atom 2 (C): -0.202, atom 3 (C): -0.182, atom 4 (C): -0.204